Record 1
15
Properties=species:S:1:pos:R:3:forces:R:3:lowdin_charge:R:1 method="wB97M-V/def2-TZVPD" max_force_ev_per_a=3.9 e_tot_ev=-7723.18411 e_homo_ev=-7.90 orbital_gap_ha=0.3358 lumo_ev=1.24 smiles=C[C@H]1CNN1N
C 1.596 -0.702 -0.415 -2.8 -2.3 -1.7 -0.0622
C 0.382 -0.062 0.221 -0.5 0.3 -1.2 -0.3706
C 0.119 1.439 0.136 1.8 0.2 -2.5 -0.1651
N -0.907 1.131 -0.829 -2.1 0.9 -1.0 -0.0577
N -0.889 -0.247 -0.582 -1.5 -2.2 1.4 -0.1120
N -2.033 -0.619 0.539 2.6 -1.5 -0.5 0.0270
H 1.661 -0.379 -1.509 0.5 -0.4 1.6 0.1008
H 1.354 -1.886 -0.406 0.9 2.7 -0.1 0.1241
H 2.378 -0.478 0.253 1.6 0.1 0.2 0.0456
H 0.256 -0.357 1.215 -0.2 -0.9 1.5 0.0987
H -0.200 1.868 0.987 -1.4 1.2 3.3 0.0615
H 0.918 2.122 -0.212 -0.2 -0.5 -0.4 0.1165
H -1.900 1.439 -0.745 1.5 0.4 0.1 0.1221
H -2.142 -1.638 0.351 0.8 0.6 0.4 0.0608
H -2.954 -0.397 0.253 -1.0 1.4 -1.2 0.0105

Record 2
20
Properties=species:S:1:pos:R:3:forces:R:3:lowdin_charge:R:1 method="wB97M-V/def2-TZVPD" max_force_ev_per_a=4.3 e_tot_ev=-24477.31063 e_homo_ev="-8.45 / -8.45" orbital_gap_ha="0.3121 / 0.3120" lumo_ev="0.04 / 0.04"
C 1.146 0.073 -0.488 0.6 -2.1 -1.5 -0.0253
C 0.965 1.286 -0.083 -0.1 1.3 1.5 -0.3181
C -0.573 -1.323 0.389 0.2 3.3 0.7 -0.1344
C 0.200 -1.029 -0.840 0.9 -1.4 2.5 -0.1340
C -0.192 1.944 0.572 -2.1 2.7 -1.4 -0.0431
C -1.287 0.938 0.815 -0.8 -2.8 -0.2 -0.2366
C -3.206 0.214 -0.290 -2.8 -3.2 -1.0 -0.7801
N -0.486 -2.072 1.320 -1.7 -1.4 1.8 0.1968
O -2.506 1.213 0.043 3.0 2.5 1.4 0.1361
F 2.041 2.077 -0.114 0.6 0.8 0.1 0.0660
F -1.685 0.895 2.143 0.4 0.3 -0.8 0.0199
F -4.348 0.634 -0.849 0.0 0.4 -0.2 0.1659
F -2.648 -0.645 -1.184 0.4 0.3 -0.6 0.1196
F -3.581 -0.626 0.694 0.1 0.2 0.9 0.1462
H 2.116 -0.233 -0.821 0.8 0.6 0.0 0.1214
H -0.464 -0.679 -1.533 -1.5 0.4 -2.2 0.0775
H 0.768 -1.947 -1.119 -0.5 0.7 -0.1 0.1423
H -0.020 2.488 1.544 0.5 -0.8 -0.9 0.1471
H -0.571 2.862 -0.163 0.7 -2.3 1.7 0.1925
H -1.088 -2.113 2.204 1.3 0.6 -1.8 0.1404

Record 3
17
Properties=species:S:1:pos:R:3:forces:R:3:lowdin_charge:R:1 method="wB97M-V/def2-TZVPD" max_force_ev_per_a=6.0 e_tot_ev=-78919.06865 e_homo_ev=-7.61 orbital_gap_ha=0.3111 lumo_ev=0.85 smiles="C=Cc1c(Br)ccn1C"
C -1.088 -2.418 -0.536 -2.4 -0.7 -1.1 0.0029
C -0.665 -1.567 0.335 1.1 4.7 -0.1 -0.1362
C -0.874 -0.056 0.123 -5.2 -1.8 0.0 -0.2212
C -2.213 0.702 -0.060 5.7 -1.6 0.6 -0.6563
Br -3.895 -0.076 0.066 -0.1 0.2 -0.1 0.7216
C -1.753 2.027 -0.243 -0.9 -1.5 0.3 -0.1367
C -0.384 2.064 -0.139 0.0 1.6 -1.0 -0.1127
N 0.117 0.810 0.035 -1.2 2.7 0.8 -0.1718
C 1.492 0.513 0.027 0.7 -2.4 -1.2 -0.0217
H -0.985 -3.457 -0.314 0.2 -0.7 -0.5 0.0562
H -1.814 -2.028 -1.285 0.8 -0.8 0.3 0.0798
H 0.078 -1.748 1.061 0.5 -0.8 1.1 0.0819
H -2.421 2.798 -0.500 -0.3 1.1 -0.1 0.0832
H 0.222 2.931 -0.445 -0.1 -0.8 0.5 0.1242
H 1.452 -0.242 -0.770 1.3 -0.2 0.1 0.1062
H 2.127 1.315 -0.327 -0.2 0.3 0.4 0.0976
H 1.838 -0.012 0.930 0.0 0.6 -0.1 0.1030

Record 4
16
Properties=species:S:1:pos:R:3:forces:R:3:lowdin_charge:R:1 method="wB97M-V/def2-TZVPD" max_force_ev_per_a=3.7 e_tot_ev=-39952.05056 e_homo_ev="-9.38 / -9.21" orbital_gap_ha="0.2273 / 0.2290" lumo_ev="-3.20 / -2.98"
C 0.102 -0.551 0.163 0.2 0.0 1.1 -0.3119
C 1.332 0.181 -0.419 0.2 -0.3 -0.5 -0.7242
C 2.564 0.086 0.489 -0.9 -0.4 0.2 -0.6549
Cl 4.028 0.717 -0.264 0.2 0.1 -0.1 0.5662
Cl 0.944 1.893 -0.724 0.1 0.1 0.0 0.6376
O -1.021 -0.071 -0.477 0.0 0.9 -1.8 -0.1941
O -2.280 -1.216 0.294 -1.1 -2.0 1.9 -0.0975
O -3.057 -0.668 1.115 0.8 -0.8 -0.4 -0.0450
N -2.972 0.630 -0.637 -2.5 2.6 -0.5 -0.1886
O -3.053 1.606 0.039 0.5 -2.5 -2.3 0.2266
O -3.517 0.048 -1.519 2.2 1.6 2.4 0.2466
H 0.207 -1.628 -0.062 0.1 0.2 0.3 0.1327
H 0.057 -0.408 1.266 0.1 0.0 -0.4 0.1385
H 1.541 -0.286 -1.398 0.0 0.4 0.4 0.1087
H 2.375 0.635 1.418 0.1 -0.1 -0.2 0.0793
H 2.748 -0.967 0.717 0.0 0.1 0.0 0.0802

Record 5
25
Properties=species:S:1:pos:R:3:forces:R:3:lowdin_charge:R:1 method="wB97M-V/def2-TZVPD" max_force_ev_per_a=5.1 e_tot_ev=-11511.14299 e_homo_ev=-14.35 charge=+1 orbital_gap_ha=0.4024 lumo_ev=-3.40 smiles=Cn1ccc[n+]1C(C)(C)C
C 1.442 -0.140 -1.798 1.3 4.8 0.4 0.0392
N 1.471 -0.160 -0.340 1.5 0.9 -0.1 -0.0456
C 2.603 0.064 0.388 -3.4 -1.7 1.4 0.0421
C 2.287 -0.088 1.737 -3.1 0.5 -4.1 0.0650
C 0.880 -0.194 1.723 1.2 -0.8 2.0 0.0013
N 0.419 -0.162 0.502 0.7 -0.4 -1.3 -0.0033
C -0.963 -0.020 0.098 -2.3 2.7 0.4 -0.5306
C -1.775 0.160 1.376 -0.5 0.9 1.4 -0.0515
C -1.468 -1.204 -0.581 -1.4 -2.1 -1.6 -0.0301
C -1.228 1.229 -0.854 1.6 0.9 0.9 -0.0038
H 1.392 0.956 -2.122 -0.8 -1.2 0.4 0.1351
H 2.400 -0.299 -2.235 0.9 -1.3 0.3 0.0993
H 0.696 -0.677 -2.235 -1.9 -1.6 -0.9 0.0601
H 3.453 0.248 -0.130 2.6 0.3 -1.2 0.1130
H 2.892 0.104 2.502 2.2 0.3 3.1 0.0751
H 0.205 -0.522 2.506 0.3 0.8 0.1 0.1447
H -1.507 0.980 2.138 -0.4 -0.8 -1.7 0.1334
H -2.812 0.226 1.045 0.0 0.5 0.2 0.1043
H -1.785 -0.747 1.966 0.2 -0.5 0.1 0.0810
H -1.966 -0.963 -1.530 -0.1 0.0 0.4 0.1045
H -0.576 -1.678 -0.890 0.5 -1.6 -0.4 0.0699
H -2.158 -1.892 -0.033 0.9 0.6 -0.2 0.1245
H -1.301 1.043 -1.928 0.6 -0.4 0.2 0.0815
H -2.165 1.746 -0.666 -0.2 -0.4 0.6 0.0897
H -0.436 1.991 -0.639 -0.6 -0.4 -0.4 0.1013

Record 6
17
Properties=species:S:1:pos:R:3:forces:R:3:lowdin_charge:R:1 method="wB97M-V/def2-TZVPD" max_force_ev_per_a=0.6 e_tot_ev=-8324.68515 e_homo_ev=-8.92 orbital_gap_ha=0.3664 lumo_ev=1.05 smiles=C[C@H]1N[C@H]1[C@H]1CN1
C -2.105 0.080 0.097 0.2 -0.1 0.0 -0.0622
C -1.053 -0.417 -0.914 0.0 -0.2 -0.2 -0.2914
N -0.216 0.610 -1.536 0.1 0.4 -0.2 0.0455
C 0.462 -0.522 -0.918 -0.1 -0.2 0.2 -0.2388
C 1.358 -0.629 0.283 0.0 0.0 -0.1 -0.2897
C 1.997 0.528 0.943 0.2 0.3 -0.1 -0.1393
N 0.920 -0.211 1.603 -0.3 0.1 0.2 0.0315
H -3.080 0.081 -0.414 0.3 -0.1 0.1 0.0757
H -1.942 1.128 0.388 0.2 -0.3 0.0 0.0708
H -2.236 -0.508 1.009 0.2 -0.1 -0.1 0.0713
H -1.490 -1.138 -1.593 -0.2 0.2 -0.4 0.1157
H -0.234 1.442 -0.954 0.0 0.0 0.1 0.0814
H 0.911 -1.089 -1.737 -0.4 -0.4 0.3 0.1316
H 1.907 -1.573 0.283 -0.2 0.2 0.0 0.1340
H 2.971 0.419 1.414 -0.1 0.0 -0.1 0.0974
H 1.794 1.513 0.530 0.0 -0.1 0.1 0.1008
H 0.037 0.285 1.515 0.1 0.0 0.1 0.0658

Record 7
8
Properties=species:S:1:pos:R:3:forces:R:3:lowdin_spin:R:1 method="wB97M-V/def2-TZVPD" max_force_ev_per_a=5.5 multiplicity=5 e_tot_ev=-10042.80988 e_homo_ev="-25.32 / -26.61" charge=+3 orbital_gap_ha="0.3538 / 0.2878" s_squared=6.009 lumo_ev="-15.69 / -18.77"
C 2.172 0.224 -0.176 0.8 -2.3 -0.6 0.2538
F 2.272 -1.039 -0.232 -0.6 1.8 0.4 0.0717
H 3.112 0.661 -0.563 0.0 0.6 0.2 0.0396
C -1.776 0.822 0.216 -3.7 -3.9 -1.5 0.3500
O -2.213 -0.229 -0.273 2.4 4.1 1.6 0.5463
Rh 0.273 1.153 0.329 2.5 0.2 0.1 2.6298
Li -3.763 -1.231 -0.330 -1.4 -1.2 -0.3 0.0070
H -2.555 1.468 0.695 0.0 0.6 0.1 0.1018

Record 8
9
Properties=species:S:1:pos:R:3:forces:R:3:lowdin_charge:R:1 method="wB97M-V/def2-TZVPD" max_force_ev_per_a=6.1 e_tot_ev=-16517.85954 e_homo_ev=-9.74 orbital_gap_ha=0.3618 lumo_ev=0.10 smiles=C#C[C@H](S)C#N
C -1.591 -1.204 -0.202 0.2 -0.1 -0.1 0.1047
C -0.526 -0.761 0.267 -4.8 -2.4 -3.0 -0.2302
C 0.403 0.241 0.622 0.9 2.2 -1.6 -0.6458
S -0.268 1.908 -0.045 0.5 -1.9 -2.0 0.6958
C 1.797 0.109 0.111 2.2 -2.6 -0.6 -0.2336
N 2.806 -0.331 -0.320 -3.1 1.9 1.3 0.1551
H -2.631 -1.587 -0.710 3.5 1.0 1.8 0.1168
H 0.276 0.344 1.646 0.8 0.5 2.2 0.0751
H -0.266 1.281 -1.367 -0.2 1.4 2.0 -0.0379

Record 9
14
Properties=species:S:1:pos:R:3:forces:R:3:lowdin_charge:R:1 method="wB97M-V/def2-TZVPD" max_force_ev_per_a=2.3 e_tot_ev=-7360.54535 e_homo_ev=-9.45 orbital_gap_ha=0.3832 lumo_ev=0.98 smiles="CC1CC(=O)C1"
C 1.689 0.270 -0.255 -0.1 -0.2 0.1 -0.0825
C 0.325 0.232 0.462 -0.1 -0.1 0.1 -0.3038
C -0.462 -1.149 0.420 -0.1 -0.2 -0.1 -0.0461
C -1.583 -0.414 -0.252 -0.7 0.0 -0.2 -0.4312
O -2.741 -0.740 -0.156 0.0 0.7 -1.0 0.0751
C -0.833 0.907 -0.349 -0.1 0.1 -0.1 -0.0574
H 1.613 -0.066 -1.297 -0.1 0.0 0.2 0.0786
H 2.105 1.290 -0.283 -0.3 -0.3 0.1 0.0798
H 2.431 -0.362 0.244 -0.2 0.0 0.0 0.0734
H 0.444 0.666 1.461 -0.2 -0.2 -0.1 0.1281
H -1.255 -1.487 1.123 1.9 -0.1 1.4 0.1333
H 0.064 -2.032 0.052 -0.2 0.2 -0.3 0.1168
H -1.342 1.768 0.096 0.1 -0.2 -0.1 0.1176
H -0.554 1.141 -1.382 0.1 0.0 0.1 0.1183

Record 10
37
Properties=species:S:1:pos:R:3:forces:R:3:lowdin_charge:R:1 method="wB97M-V/def2-TZVPD" max_force_ev_per_a=0.8 e_tot_ev=-26169.75717 e_homo_ev=-10.11 orbital_gap_ha=0.3462 lumo_ev=-0.69 smiles="CC[C@@H](F)C1=C(CCCOC)C(=O)OC1=O.CC#N"
C -0.654 1.610 2.721 0.0 -0.2 0.2 -0.1034
C -1.212 0.227 2.377 -0.2 0.5 -0.3 -0.1752
C -1.825 0.226 0.974 -0.1 0.0 0.1 -0.2601
F -1.002 0.925 0.068 -0.1 -0.2 0.2 -0.0160
C -2.087 -1.150 0.442 0.1 -0.3 -0.1 -0.0063
C -1.250 -2.156 0.144 -0.1 0.6 0.5 -0.0540
C 0.236 -2.194 0.215 0.2 -0.3 -0.5 -0.0929
C 0.879 -2.374 -1.192 -0.1 0.2 0.1 -0.1343
C 1.611 -1.123 -1.633 0.0 0.0 -0.1 -0.2491
O 2.702 -0.913 -0.758 0.1 -0.2 -0.2 -0.1880
C 3.615 0.072 -1.199 -0.1 0.1 0.2 -0.1019
C -2.104 -3.295 -0.327 0.0 -0.2 -0.1 -0.3682
O -1.807 -4.271 -0.941 0.0 0.1 0.5 0.1858
O -3.424 -2.992 -0.004 -0.1 0.2 -0.8 0.1388
C -3.462 -1.605 0.087 0.0 0.2 0.0 -0.3738
O -4.416 -0.950 -0.200 0.1 -0.4 0.5 0.1821
H 0.256 1.825 2.166 -0.1 0.0 0.0 0.0428
H -1.377 2.397 2.499 0.0 0.0 0.0 0.0776
H -0.419 1.657 3.786 0.0 0.0 0.0 0.0761
H -2.040 0.008 3.059 0.2 -0.3 0.0 0.1235
H -0.442 -0.540 2.469 -0.1 0.0 0.1 0.1073
H -2.781 0.760 1.020 0.2 0.1 -0.2 0.1534
H 0.555 -3.028 0.846 -0.2 0.1 0.1 0.1354
H 0.611 -1.274 0.661 0.0 0.0 0.0 0.1076
H 1.584 -3.206 -1.180 0.0 0.0 0.0 0.1214
H 0.112 -2.607 -1.935 0.1 0.0 0.1 0.1177
H 1.971 -1.254 -2.664 0.0 0.0 0.1 0.1225
H 0.933 -0.255 -1.629 0.0 0.0 0.1 0.1246
H 3.359 1.053 -0.782 0.0 0.0 -0.1 0.0836
H 4.609 -0.204 -0.844 -0.1 0.0 0.0 0.0877
H 3.631 0.149 -2.290 0.0 -0.1 0.0 0.0832
C 0.518 4.123 -1.456 0.0 0.0 0.0 -0.0652
C 0.676 4.095 -0.008 0.0 0.0 0.4 -0.2678
N 0.800 4.073 1.136 0.0 0.1 -0.5 0.1437
H -0.352 3.534 -1.740 0.0 0.0 0.0 0.0807
H 0.383 5.149 -1.794 0.0 0.0 0.0 0.0820
H 1.403 3.704 -1.932 0.0 0.0 0.0 0.0787

Record 11
13
Properties=species:S:1:pos:R:3:forces:R:3:lowdin_charge:R:1 method="wB97M-V/def2-TZVPD" max_force_ev_per_a=4.0 e_tot_ev=-11860.66428 e_homo_ev=-9.67 orbital_gap_ha=0.3346 lumo_ev=-0.57 smiles="N/C(=C/C=O)C(=O)O"
N -1.137 1.363 -0.129 0.3 0.5 0.1 0.0967
C -0.271 0.282 -0.127 4.0 0.1 -0.5 -0.2140
C 1.142 0.413 -0.073 -3.9 0.6 0.0 0.0375
C 2.091 -0.678 0.100 -1.0 -1.3 0.5 -0.3048
O 3.262 -0.497 0.183 2.3 1.1 -0.1 0.0533
C -0.901 -1.059 -0.068 -2.3 -1.7 0.2 -0.4521
O -0.552 -2.115 -0.513 0.7 0.9 0.1 0.1400
O -2.141 -0.999 0.562 1.4 0.9 -0.6 0.0898
H -0.636 2.237 -0.190 -0.2 0.1 0.1 0.1084
H -1.995 1.387 -0.674 0.5 -0.4 -0.1 0.1244
H 1.544 1.439 -0.037 0.0 -0.6 -0.2 0.1208
H 1.806 -1.733 0.243 -1.0 0.3 -0.3 0.1244
H -2.211 -0.041 0.724 -0.7 -0.4 0.7 0.0754

Record 12
19
Properties=species:S:1:pos:R:3:forces:R:3:lowdin_charge:R:1 method="wB97M-V/def2-TZVPD" max_force_ev_per_a=5.3 e_tot_ev=-18155.85685 e_homo_ev=-8.10 orbital_gap_ha=0.3296 lumo_ev=0.87 smiles=CN[C@H](CN)CS
C -1.129 -2.302 0.605 1.2 -1.1 0.2 -0.1222
N -0.021 -1.778 -0.185 -0.2 -0.5 -1.9 -0.1228
C 0.431 -0.385 -0.136 4.6 -2.0 1.5 -0.4125
C 1.338 -0.365 1.295 -0.6 0.2 -2.3 -0.2280
N 1.800 0.988 1.594 -0.2 -1.0 1.9 -0.0243
C -0.673 0.546 -0.174 -2.3 1.1 0.3 -0.5753
S -0.883 1.646 -1.661 1.6 0.4 1.8 0.7017
H -0.773 -2.617 1.580 0.0 0.1 0.7 0.0567
H -1.779 -1.474 0.754 -1.2 0.0 0.1 0.0538
H -1.597 -3.281 0.244 0.4 1.8 -0.3 0.1031
H 0.785 -2.369 -0.164 0.2 -0.4 0.0 0.0910
H 1.199 -0.184 -1.005 -1.5 -0.6 1.5 0.1574
H 2.215 -1.029 1.140 -0.4 0.3 -0.3 0.0923
H 0.728 -0.962 2.014 0.1 1.3 0.1 0.0994
H 1.638 1.635 0.837 -0.2 0.3 0.7 0.0481
H 1.695 1.272 2.595 0.0 0.2 -1.9 0.0889
H -1.500 -0.083 -0.378 -1.1 -0.6 -0.3 0.0164
H -0.942 0.880 0.860 0.5 0.9 -1.0 0.1141
H 0.196 2.432 -1.301 -0.8 -0.3 -0.6 -0.1379